1.
Here is 2 unconnected molecules or ions with the total composition C2H2O2S2 from the OMol25 dataset. Energies are from ωB97M-V/def2-TZVPD.

Each line ends with the Löwdin spin population.
CARTESIAN COORDINATES (ANGSTROEM)
O  2.03692  -0.46348  1.41250  0.05
S  4.12849  1.54435  0.35681  0.98
H  0.24893  -2.26756  -0.40533  0.00
C  0.32765  -1.15654  -0.21903  0.03
O  3.25656  -0.71645  -1.23366  0.33
C  1.20608  -0.81575  0.67526  0.00
H  -0.54437  -0.57980  -0.75125  0.00
S  3.98002  -0.38951  -0.02312  0.61

Calculated values
HOMO-LUMO gap (alpha / beta)	8.3 / 6.1	eV
<S²>	2.007
spin multiplicity	3
relative energy (zero: lowest compared OMol25 entry of this formula, charge and spin)	23.43	kcal/mol

---

2.
Here is 2 unconnected molecules or ions with the total composition C5H12O2 from the OMol25 dataset. Energies are from ωB97M-V/def2-TZVPD.

Each line ends with the Löwdin spin population.
CARTESIAN COORDINATES (ANGSTROEM)
H  1.27249  -1.70466  -1.15697  0.01
H  -4.84894  0.14912  -0.78927  0.01
H  2.51286  -0.34010  -1.54324  0.01
O  -4.78244  0.25504  0.16899  0.05
H  2.26656  1.89649  -0.97140  0.00
H  -3.88452  -0.09331  0.30757  0.01
O  -1.17642  -2.20518  0.92982  0.26
C  1.45419  1.66387  -0.27278  0.05
H  -1.17346  0.34923  0.60089  0.02
C  0.79165  0.31797  -0.48656  0.05
C  -0.13870  -0.00059  0.69519  0.09
H  0.11513  0.38334  -1.35526  0.02
C  1.77520  -0.78733  -0.85681  0.05
H  0.29481  0.37607  1.64459  0.02
H  0.73603  2.48620  -0.29625  0.01
H  0.65633  -1.89722  1.59989  0.03
C  -0.22200  -1.44807  1.12218  0.29
H  1.90692  1.71410  0.72501  0.01
H  2.44431  -1.11499  -0.06556  0.01

Calculated values
HOMO-LUMO gap (alpha / beta)	3.1 / 7.8	eV
<S²>	0.753
spin multiplicity	2
charge	-1
relative energy (zero: lowest compared OMol25 entry of this formula, charge and spin)	17.00	kcal/mol

---

3.
Here is a gas-phase ion, C4H6Cl2N (charge +1) from the OMol25 dataset. Energies are from ωB97M-V/def2-TZVPD.

Each line ends with the natural charge from an NBO analysis.
CARTESIAN COORDINATES (ANGSTROEM)
H  -0.97297  -1.42754  1.92599  0.20
H  -0.67074  0.33256  1.83137  0.22
C  -0.78686  -0.67497  1.30060  -0.23
C  -0.10850  1.40781  -0.95627  0.06
H  0.59405  2.26998  -1.01453  0.25
H  -1.89839  -0.63262  -0.47692  0.27
H  -0.51790  -1.85658  -0.56931  0.28
C  1.38338  -0.08527  0.09347  0.03
Cl  2.12017  -1.42972  -0.53556  0.18
N  0.18609  0.23294  -0.52212  -0.32
C  -0.82918  -0.84262  -0.14626  -0.31
Cl  2.48536  1.13007  0.57475  0.15
H  -0.98451  1.57597  -1.50521  0.23

Calculated values
HOMO-LUMO gap (alpha / beta)	8.1 / 7.4	eV
charge	+1
relative energy (zero: lowest compared OMol25 entry of this formula, charge and spin)	64.30	kcal/mol

---

4.
Here is a molecular structure, C13H16F5N3O2SSc from the OMol25 dataset. Energies are from ωB97M-V/def2-TZVPD.

Each line ends with the natural charge from an NBO analysis.
CARTESIAN COORDINATES (ANGSTROEM)
C  -1.07104  -5.48916  1.15245  -0.41
F  -2.77795  -3.15085  -0.20942  -0.32
C  -4.35663  -1.45971  -0.15712  0.27
H  1.69255  -3.80554  2.02550  0.23
N  1.86636  0.64439  1.10544  -0.90
O  0.32655  0.49917  -1.08036  -0.82
C  -0.03596  -6.24228  -1.40046  -0.41
H  2.94809  2.01538  -0.16861  0.24
F  -5.27618  -2.30910  -0.59462  -0.27
N  0.05498  -4.77548  -1.37325  -0.39
N  0.07434  -4.59321  0.92802  -0.40
O  1.16077  2.38237  -2.00810  -0.51
H  -1.69508  -5.54793  0.27147  0.23
C  0.65622  -4.07981  2.16490  -0.41
C  -2.07685  -1.02419  0.52342  -0.64
S  1.33407  -2.64462  -0.47725  -0.31
C  -2.48105  0.27334  0.71562  0.28
H  2.69759  0.08619  0.98404  0.41
C  0.38177  -4.09488  -0.27522  0.43
H  0.59854  -4.86421  2.91730  0.23
F  -1.46830  1.13625  1.12525  -0.34
H  1.01903  -4.14184  -3.16150  0.22
C  -3.06056  -1.86322  0.06541  0.34
H  0.59619  -6.59685  -2.21222  0.23
H  1.54816  2.69892  0.63186  0.25
F  -5.94196  0.26175  -0.11381  -0.26
C  1.93265  1.80803  0.14833  -0.35
C  1.10130  1.60101  -1.11570  0.78
H  -1.67368  -5.07065  1.95686  0.22
C  0.02962  -4.14200  -2.70338  -0.41
H  -0.74214  -6.48620  1.44330  0.21
C  -4.70211  -0.14073  0.07979  0.30
H  0.09016  -3.22552  2.53445  0.19
Sc  0.05729  -0.59771  0.37400  1.77
H  -0.65181  -4.71384  -3.32836  0.22
H  1.93164  1.00721  2.04662  0.41
H  -0.32732  -3.12299  -2.63887  0.23
H  0.33279  -6.66894  -0.47387  0.22
C  -3.75086  0.75571  0.52376  0.31
F  -4.07627  2.02104  0.75399  -0.28
H  -1.05509  -6.58081  -1.58400  0.22

Calculated values
HOMO-LUMO gap	8.9	eV
charge	+1

---

5.
Here is a single C4H8O3 molecule from the OMol25 dataset. Energies are from ωB97M-V/def2-TZVPD.

Each line ends with the natural charge from an NBO analysis.
CARTESIAN COORDINATES (ANGSTROEM)
C  -1.78314  -1.14265  -0.11925  -0.23
H  -2.25612  0.64245  -0.58995  0.48
C  1.57903  0.38291  0.67310  -0.10
C  0.72654  1.20574  -0.27270  -0.09
C  -0.38140  -0.86193  -0.55544  0.23
H  0.90976  -0.16652  1.35771  0.17
H  1.31433  1.64707  -1.07768  0.21
H  -2.18541  -2.06758  -0.53506  0.21
O  2.44651  -0.48553  0.00135  -0.72
H  0.18903  1.98637  0.27430  0.19
H  2.17597  1.06798  1.28044  0.20
O  -2.71359  -0.10088  -0.17097  -0.71
H  1.86450  -1.16136  -0.39096  0.49
O  -0.36711  0.43301  -0.81344  -0.55
H  -1.51891  -1.37907  0.93854  0.22

Calculated values
HOMO-LUMO gap	9.6	eV
relative energy (zero: lowest compared OMol25 entry of this formula, charge and spin)	104.16	kcal/mol

---

6.
Here is a single C17H20BrF3N2O3 molecule from the OMol25 dataset. Energies are from ωB97M-V/def2-TZVPD.

Each line ends with the natural charge from an NBO analysis.
CARTESIAN COORDINATES (ANGSTROEM)
N  2.04732  1.28612  -1.39434  -0.51
C  -0.02016  -1.92072  -4.87791  -0.09
F  0.41399  -2.18713  3.23189  -0.34
H  -1.44237  -2.73928  -6.19818  0.21
H  2.43041  1.24402  -2.29878  0.45
H  -0.85983  -2.01567  1.27086  0.49
H  -0.44276  -0.98688  -5.37241  0.20
H  -4.09614  -1.85866  1.21087  0.21
C  -0.93194  0.59770  2.10707  -0.43
H  -1.78271  -3.19127  -4.48186  0.21
C  0.20549  -0.29341  1.43834  0.22
F  1.45932  -0.19402  3.48723  -0.35
H  0.93093  -2.24297  -5.37076  0.20
Br  2.68765  4.51285  3.60256  0.01
H  -2.45181  -0.13391  0.67800  0.21
H  -0.62670  1.60802  2.08962  0.23
C  2.66060  3.63733  1.85404  -0.04
H  -0.88488  0.39550  3.17643  0.22
C  3.20485  4.18558  0.69204  -0.27
C  2.12123  2.35443  1.91220  -0.24
H  3.39312  4.09626  -1.32042  0.23
C  -2.88510  -0.78171  2.71071  -0.38
H  -3.05120  1.07466  1.82613  0.22
C  1.83689  1.70289  0.76574  -0.07
C  0.69353  -0.88243  -2.99086  0.90
C  3.04446  3.49594  -0.45277  -0.22
H  3.60328  5.17135  0.78813  0.23
N  0.69137  -0.74779  -1.61659  -0.62
H  -2.11983  -1.61985  2.91462  0.17
H  0.25822  -1.51694  -1.12932  0.45
C  -4.16981  -1.39224  2.13995  -0.60
H  -4.78357  -0.49769  1.96875  0.20
O  1.21338  0.00969  -3.67869  -0.68
C  1.06420  -1.12870  2.50996  0.96
C  2.31417  2.23119  -0.45314  0.14
H  -3.02392  -0.46687  3.70813  0.21
C  1.06683  0.49265  0.49622  -0.16
H  -0.58449  -4.01271  -5.44970  0.21
C  -0.97256  -3.01140  -5.30607  -0.62
H  -4.66840  -1.92377  2.91207  0.21
C  -2.34411  0.24711  1.75945  -0.42
C  1.22675  0.34528  -0.88275  0.39
O  -0.34173  -1.44942  0.72772  -0.75
F  2.21466  -1.58857  1.91670  -0.31
O  -0.00224  -1.87698  -3.47893  -0.49
H  1.70359  1.97241  2.85809  0.24

Calculated values
HOMO-LUMO gap	8.6	eV
SMILES string	CCCC[C@@](O)(c1c(NC(=O)OCC)[nH]c2ccc(Br)cc12)C(F)(F)F

---

It is found that the max |F| values, taken in the order of the records, are 3.19 2.64 4.04 1.39 0.50 4.59 eV/Å.